Below is C12H23ClIrN3O5Sb as an isolated structure, with properties calculated with ωB97M-V/def2-TZVPD.

Values from the calculation:
energy above the lowest of the compared OMol25 structures with the same formula, charge and spin = 1.2 kcal/mol
net charge = +2
highest occupied orbital energy (spin up / spin down) = -0.556 / -0.599 Eh
multiplicity = 6

Positions of all 46 atoms, in Å:
Ir 1.349 1.456 2.490
O -0.643 0.355 3.842
Cl -0.839 -0.028 2.472
O -1.864 -0.962 2.267
O -0.998 1.192 1.668
O 0.501 -0.548 2.009
C -2.014 -3.763 0.101
C -1.836 -3.199 -1.302
Sb -2.074 -1.079 -1.390
C -3.971 -0.622 -0.528
C -5.063 -1.342 -1.321
C -2.090 -0.530 -3.453
C -0.824 -0.943 -4.193
H -1.957 -4.851 0.064
H -2.984 -3.502 0.528
H -1.239 -3.413 0.781
H -2.602 -3.562 -1.994
H -0.866 -3.438 -1.736
H -4.086 0.461 -0.547
H -3.931 -0.943 0.511
H -5.125 -0.992 -2.352
H -6.027 -1.141 -0.852
H -4.927 -2.424 -1.327
H -2.280 0.541 -3.504
H -2.974 -1.041 -3.844
H 0.059 -0.433 -3.807
H -0.920 -0.681 -5.246
H -0.651 -2.018 -4.140
N 2.653 6.360 6.742
C 2.547 5.629 5.856
N 2.420 4.806 4.851
C 2.184 3.859 4.186
N 1.991 2.924 3.415
C 4.255 1.620 -0.792
C 4.663 0.498 0.163
C 3.328 -0.074 0.583
O 2.409 1.088 0.596
C 3.049 2.226 -0.105
H 3.982 1.220 -1.768
H 5.040 2.359 -0.937
H 5.209 0.890 1.022
H 5.285 -0.256 -0.316
H 3.317 -0.530 1.573
H 2.920 -0.777 -0.141
H 3.330 2.964 0.647
H 2.299 2.640 -0.773